1.
DFT (ωB97M-V with the def2-TZVPD basis set) results for a structure of composition C28H28Ge2IrN3O8 at a distorted geometry.

For the strongest force on any atom, the calculation gives 0.0434 Eh/bohr. As for the energy above the lowest of the compared OMol25 structures with the same formula, charge and spin: 2.095 eV. The LUMO energy (spin up / spin down) comes out at -3.665 / -5.445 eV. The HOMO energy (spin up / spin down) is -10.98 / -10.99 eV. The expectation value of S² is 0.7703. The spin multiplicity is 2. The net charge is +1. For the gap between HOMO and LUMO (spin up / spin down), the calculation gives 7.319 / 5.540 eV.

Each line ends with the Mulliken charge.
Positions of all 70 atoms, in Å:
Ir 1.307687 -0.197577 -0.982299  2.128
O 0.032294 0.250143 -2.879897  -0.510
C 0.179282 -0.864291 -3.762967  -0.345
C 1.618987 -1.208506 -3.798302  0.687
C 2.218902 -1.802431 -4.888082  -1.012
C 3.566447 -2.114632 -4.819682  -0.205
C 4.271249 -1.795390 -3.671320  -0.909
C 3.610896 -1.196255 -2.618100  0.146
N 2.294336 -0.916824 -2.680179  0.011
H -0.917368 0.433994 -2.790887  0.180
H -0.190700 -0.615376 -4.757284  0.570
H -0.391386 -1.719875 -3.383700  0.164
H 1.635213 -2.021246 -5.771957  0.454
H 4.058219 -2.594279 -5.655427  0.449
H 5.326070 -2.010343 -3.580107  0.447
H 4.132477 -0.929207 -1.712732  0.439
O 4.687304 0.075592 0.136132  -0.651
C 3.594691 -0.150547 0.588340  -0.221
O 2.714635 -1.017215 0.072979  -0.838
C 3.097708 0.432983 1.857884  0.525
C 3.895901 0.495286 2.958713  -0.255
C 3.341746 0.893729 4.191107  -0.789
C 2.028374 1.179705 4.327611  -0.397
C 1.193624 1.141151 3.185206  -0.099
C 1.736208 0.843637 1.871494  0.643
O 1.040378 0.944913 0.802159  -1.348
N -0.133217 1.372337 3.411861  0.365
O -1.036951 1.402420 2.425331  -0.154
O -0.698247 0.876904 4.552651  -0.391
N 4.218570 0.982633 5.377329  1.054
O 5.400430 0.783835 5.198432  -0.602
O 3.692526 1.248280 6.436842  -0.606
H 4.945927 0.246028 2.889187  0.640
H 1.620281 1.431699 5.295413  0.707
C -1.457676 2.724641 -2.254963  -1.439
Ge -1.550539 2.277835 -0.337813  1.421
C -0.348268 3.571574 0.486466  -1.455
C -3.380813 2.571609 0.295903  -1.352
Ge -1.003749 -0.274209 -0.201373  -0.229
C -2.356263 -1.039945 -1.402152  0.161
C -2.282151 -2.412522 -1.694210  -0.981
C -3.154068 -2.999812 -2.600362  -0.650
C -4.106071 -2.219730 -3.245141  -0.611
C -4.183534 -0.861589 -2.980357  -1.090
C -3.313221 -0.274268 -2.066180  0.729
C -1.416984 -0.839244 1.640724  0.027
C -1.873425 0.226975 2.597772  -0.629
C -1.742149 -0.061641 4.103752  0.183
C -1.394317 -1.466558 4.467019  -1.089
C -1.173784 -2.392641 3.542354  -0.596
C -1.130470 -2.056884 2.107079  0.366
H -1.599329 3.804609 -2.344252  0.548
H -2.227685 2.243545 -2.859468  0.367
H -0.474054 2.491083 -2.654677  0.412
H -0.592401 4.552534 0.072734  0.548
H 0.687904 3.344513 0.247828  0.316
H -0.471007 3.608226 1.566478  0.283
H -3.711205 3.530403 -0.110195  0.527
H -3.403943 2.641949 1.384302  0.407
H -4.079011 1.801646 -0.027833  0.396
H -1.532061 -3.026898 -1.206395  0.322
H -3.085643 -4.059548 -2.811419  0.441
H -4.781706 -2.670713 -3.960534  0.413
H -4.920168 -0.252290 -3.488453  0.454
H -3.397094 0.783155 -1.863176  0.298
H -2.884441 0.546827 2.351249  0.519
H -2.642606 0.244027 4.631560  0.384
H -1.332474 -1.683624 5.525907  0.495
H -0.966102 -3.414245 3.833694  0.424
H -0.811986 -2.840064 1.428385  0.406

Cartesian forces, eV/Å:
0.4 0.9 -0.6
0.3 0.1 0.4
-0.3 -0.3 0.0
0.1 0.1 -0.1
0.1 0.0 -0.1
0.0 0.0 0.0
0.0 0.1 -0.1
0.0 0.0 -0.1
-0.3 -0.9 0.4
0.0 0.1 0.1
0.0 0.1 0.0
-0.1 0.1 0.0
0.0 0.0 0.0
0.0 0.0 0.0
0.0 0.0 0.0
0.0 0.0 0.0
0.0 -0.3 0.0
0.0 0.0 0.1
0.5 -0.1 0.0
-0.1 0.1 0.1
0.1 0.1 0.1
0.2 -0.1 -0.1
-0.3 0.0 0.0
0.2 0.0 -0.1
-0.2 0.0 0.1
-0.3 -0.4 0.1
0.2 -0.4 0.0
-0.2 0.2 0.1
-0.1 0.2 0.1
0.0 0.0 0.0
-0.1 0.0 0.0
0.0 0.0 -0.1
0.0 0.0 0.0
0.0 0.0 0.0
-0.2 0.3 0.1
0.4 -1.0 -0.4
0.0 0.1 0.0
0.0 0.1 0.0
-1.3 1.8 0.2
0.6 -0.9 -0.2
-0.2 0.1 0.0
0.1 0.0 0.1
0.0 0.0 -0.1
0.0 0.0 0.0
0.0 -0.1 0.1
0.7 -0.4 0.0
-0.1 -0.3 -0.1
-0.2 -0.2 0.0
0.1 0.1 0.1
0.0 0.0 -0.2
-0.1 0.0 0.1
0.0 0.0 0.0
0.1 0.0 -0.1
0.0 0.1 0.0
0.0 0.0 0.0
0.0 0.0 0.0
0.0 0.0 0.0
-0.1 0.0 0.1
0.0 0.0 0.0
0.0 0.0 0.0
0.0 0.0 0.0
0.0 0.0 0.0
0.0 0.0 0.0
0.0 0.0 0.0
0.0 0.0 0.0
0.0 0.1 0.0
0.0 0.1 0.0
-0.1 -0.1 0.0
0.0 0.0 0.0
0.1 0.0 0.0

---

2.
DFT (ωB97M-V with the def2-TZVPD basis set) results for a structure of composition C3H7NOS at a distorted geometry.

For the strongest force on any atom, the calculation gives 0.0714 Eh/bohr. As for the energy above the lowest of the compared OMol25 structures with the same formula, charge and spin: 3.352 eV. The LUMO energy (spin up / spin down) comes out at 0.730 / -1.697 eV. The HOMO energy (spin up / spin down) is -6.94 / -9.42 eV. The expectation value of S² is 2.0099. The spin multiplicity is 3. For the gap between HOMO and LUMO (spin up / spin down), the calculation gives 7.669 / 7.724 eV.

Each line ends with the Mulliken charge.
Positions of all 13 atoms, in Å:
C 1.796557 0.855261 0.597923  -0.488
C -1.417838 0.638185 -1.259350  -0.708
C 1.037472 0.319875 -0.286530  -0.073
N -0.171599 -1.920595 0.888236  -0.580
O -0.928657 1.022638 1.255278  -0.637
S -0.665072 0.136150 0.153432  0.567
H 2.815140 1.179665 0.383901  0.264
H 1.305246 0.877091 1.625500  0.193
H -2.367270 1.184517 -1.336558  0.315
H -1.273342 0.103904 -2.209865  0.323
H 1.213211 0.077604 -1.313237  0.311
H -0.902532 -2.216673 1.569235  0.236
H -0.441312 -2.257624 -0.067969  0.277

Cartesian forces, eV/Å:
0.8 0.5 2.7
-1.6 0.9 -3.2
-1.6 -0.2 -2.1
0.1 -1.7 0.2
-0.6 1.4 1.7
0.0 -1.2 0.1
-0.2 -0.3 0.4
1.2 0.7 -1.2
0.6 0.1 0.8
0.5 0.0 0.6
0.5 0.0 -0.5
0.2 0.1 -0.8
0.1 -0.2 1.3

---

3.
DFT (ωB97M-V with the def2-TZVPD basis set) results for a structure of composition C5H3N at a distorted geometry.

For the strongest force on any atom, the calculation gives 0.1391 Eh/bohr. As for the energy above the lowest of the compared OMol25 structures with the same formula, charge and spin: 3.787 eV. The LUMO energy comes out at 0.421 eV. The HOMO energy is -9.79 eV. The spin multiplicity is 1. For the gap between HOMO and LUMO, the calculation gives 10.214 eV.

Each line ends with the Mulliken charge.
Positions of all 9 atoms, in Å:
C 0.185639 -0.238682 0.658729  -0.222
C -1.270444 -2.859154 1.783693  0.705
C -0.635768 -1.825213 1.377902  -0.743
C -0.136274 0.178048 -0.526255  -0.491
C -2.353363 -4.973049 2.451606  -0.069
N -1.920908 -3.979685 1.985850  -0.099
H 0.970887 -0.126371 1.284567  0.376
H 0.606607 0.998936 -0.857078  0.216
H -1.012507 -0.161229 -0.980367  0.327

Cartesian forces, eV/Å:
-3.4 -5.4 0.9
3.3 5.7 -2.8
-1.7 -1.2 0.2
2.3 2.1 0.6
0.0 0.4 -0.5
-0.1 -0.8 1.0
2.2 0.8 1.6
-1.8 -1.3 -0.1
-0.9 -0.2 -1.2

---

4.
DFT (ωB97M-V with the def2-TZVPD basis set) results for the molecule C4H12N2O at a distorted geometry.

For the strongest force on any atom, the calculation gives 0.1242 Eh/bohr. As for the energy above the lowest of the compared OMol25 structures with the same formula, charge and spin: 5.145 eV. The LUMO energy comes out at 0.791 eV. The HOMO energy is -8.29 eV. The spin multiplicity is 1. The SMILES is CNCCNCO. For the gap between HOMO and LUMO, the calculation gives 9.085 eV.

Each line ends with the Mulliken charge.
Positions of all 19 atoms, in Å:
C 0.614178 1.388252 1.465335  -1.020
N -0.611042 1.446857 0.626194  -0.337
C -0.635178 1.307627 -0.955520  -0.535
C -1.022269 -0.161873 -1.231589  -0.406
N -0.390953 -1.085111 -0.084921  -0.280
C 0.679742 -1.865754 0.394913  -0.211
O 1.476698 -2.557152 -0.571408  -0.535
H 0.445421 0.766414 2.430178  0.195
H 1.572574 1.028379 0.975705  0.288
H 0.776451 2.305450 1.701586  0.500
H -1.076540 2.380260 0.878556  0.287
H -1.339993 2.072466 -1.574914  0.299
H 0.298294 1.415460 -1.371346  0.295
H -0.500868 -0.466507 -2.149963  0.237
H -2.116836 -0.358528 -1.043503  0.354
H -1.168714 -1.807445 -0.083972  0.136
H 0.372516 -2.679267 0.985480  0.273
H 1.204339 -1.089897 1.051014  0.158
H 1.422182 -2.039636 -1.441821  0.301

Cartesian forces, eV/Å:
-0.7 -6.1 -1.4
-1.8 2.4 -1.7
-2.7 0.0 2.3
2.1 -0.6 2.2
-5.9 -2.1 -1.0
2.5 3.0 -0.5
0.3 1.4 -2.1
0.2 0.8 -1.7
-1.3 0.1 0.2
1.5 5.8 2.1
0.9 -1.9 -0.8
1.4 -1.7 2.0
2.5 0.6 -0.7
-1.2 0.0 -0.3
1.3 0.2 -0.9
1.0 1.4 0.1
-1.0 -0.6 1.1
0.7 -1.6 -0.8
0.2 -1.1 2.0